# 1
Density functional theory data (ωB97M-V with the def2-TZVPD basis set) for a structure of composition C32H25P2PtS2.

XYZ file:
```
62
Properties=species:S:1:pos:R:3:forces:R:3:mulliken_charge:R:1
Pt 0.50998 -0.25771 -0.85106 -0.3 0.1 0.3 0.198
S 3.69719 1.39452 -0.06816 0.0 0.0 0.0 -0.546
P 2.05731 2.45444 -0.36902 0.2 0.2 0.4 1.087
C 0.56081 1.70648 0.04008 0.0 -0.3 -0.7 -0.515
P -1.04954 2.04343 -0.31707 0.2 0.2 0.2 0.987
S -1.88776 0.25067 -0.73097 0.0 0.1 0.0 -0.648
C -1.98477 2.80795 1.05962 -0.1 -0.1 0.0 0.110
C -3.30233 3.23446 0.90172 0.0 0.0 0.0 -0.330
C -4.00541 3.74925 1.97880 0.0 0.0 0.0 -0.653
C -3.39801 3.83503 3.22700 0.0 0.0 0.0 -0.428
C -2.09307 3.39660 3.39360 0.0 0.0 0.0 -0.702
C -1.38949 2.87889 2.31283 0.0 0.0 0.0 -0.323
C -1.39697 3.18931 -1.70353 -0.1 0.0 0.0 0.499
C -1.35176 2.70091 -3.00780 0.0 0.0 0.0 -0.613
C -1.57155 3.54737 -4.08108 0.0 0.0 0.0 -0.713
C -1.84441 4.89271 -3.86708 0.1 0.0 0.0 -0.491
C -1.87579 5.39086 -2.57454 0.0 0.0 0.0 -0.818
C -1.64685 4.54356 -1.49797 0.0 0.0 0.0 0.195
C 2.26136 4.04343 0.54993 -0.2 0.1 -0.1 -0.532
C 3.52490 4.54564 0.84913 0.0 0.0 0.0 -0.689
C 3.66392 5.75684 1.51216 0.0 0.0 0.0 -0.639
C 2.54246 6.48496 1.88909 0.0 0.0 0.0 -0.524
C 1.27828 5.99358 1.59896 0.0 0.0 0.0 -0.892
C 1.14640 4.78207 0.93258 0.0 0.0 0.0 0.375
C 2.08267 3.04484 -2.11043 0.0 0.0 0.0 0.544
C 2.35979 2.10496 -3.10259 0.0 0.0 0.0 -0.590
C 2.41436 2.48271 -4.43397 0.0 0.0 0.0 -0.713
C 2.20866 3.80990 -4.79342 0.0 0.0 0.0 -0.479
C 1.93363 4.74943 -3.81303 -0.1 0.0 0.0 -0.683
C 1.86366 4.36765 -2.47805 0.0 0.0 0.0 -0.027
H -3.77640 3.16220 -0.07087 0.0 0.0 0.0 0.412
H -5.02766 4.08299 1.84837 0.0 0.0 0.0 0.384
H -3.94696 4.23935 4.06894 0.0 0.0 0.0 0.374
H -1.61970 3.45477 4.36597 0.0 0.0 0.0 0.407
H -0.37128 2.52122 2.42144 0.0 0.0 0.0 0.444
H -1.14934 1.64838 -3.16870 0.0 0.0 0.0 0.360
H -1.52380 3.15689 -5.08999 0.0 0.0 0.0 0.421
H -2.01817 5.55251 -4.70864 0.0 0.0 0.0 0.374
H -2.07776 6.44070 -2.39880 0.0 0.0 0.0 0.389
H -1.68664 4.94269 -0.49177 0.0 0.0 0.0 0.332
H 4.38981 3.95866 0.56721 0.0 0.0 0.0 0.342
H 4.65405 6.13221 1.74244 0.0 0.0 0.0 0.382
H 2.65436 7.42776 2.41146 0.0 0.0 0.0 0.356
H 0.39435 6.54670 1.89488 0.0 0.0 0.0 0.451
H 0.15876 4.39949 0.71790 0.0 0.0 0.0 0.294
H 2.54446 1.07778 -2.80818 0.0 0.0 0.0 0.387
H 2.63291 1.74154 -5.19384 0.0 0.0 0.0 0.396
H 2.26158 4.10779 -5.83423 0.0 0.0 0.0 0.363
H 1.76448 5.78505 -4.08323 0.0 0.0 0.0 0.397
H 1.65994 5.11560 -1.72204 0.0 0.0 0.0 0.302
C 1.26169 -1.76680 -1.23908 -0.1 -0.7 -0.2 -0.676
C 1.55348 -3.18692 -1.35177 0.2 0.6 0.1 0.815
C 1.01547 -3.92018 -2.40676 -0.1 -0.2 -0.2 -0.410
C 1.30375 -5.27023 -2.53476 0.0 0.1 0.0 -0.479
C 2.11442 -5.89885 -1.59911 0.0 -0.1 0.0 -0.378
C 2.64490 -5.17389 -0.54031 0.0 0.1 0.0 -0.465
C 2.37881 -3.81830 -0.42423 0.1 -0.1 0.2 -0.395
H 0.36903 -3.41687 -3.11496 0.0 0.0 0.0 0.428
H 0.88615 -5.83485 -3.35903 0.0 0.0 0.0 0.363
H 2.33385 -6.95502 -1.69576 0.0 0.0 0.0 0.361
H 3.27928 -5.66191 0.18900 0.0 0.0 0.0 0.367
H 2.80310 -3.23175 0.38097 0.0 0.0 0.0 0.457
```
Forces are in eV/Å.

The HOMO-LUMO gap comes out at 6.59 eV. The calculation puts the maximum force at 0.014 hartree/bohr. The energy relative to the best compared isomer or geometry (same formula, charge and spin) is 0.0 kcal per mole. For the energy, the calculation gives -77085.2807 eV. As for the LUMO energy: 2.45 eV. Its charge is -1.

***

# 2
Density functional theory data (ωB97M-V with the def2-TZVPD basis set) for a structure of composition C32H26BF13IMnN10O4S2.

XYZ file:
```
90
Properties=species:S:1:pos:R:3:forces:R:3:mulliken_charge:R:1
Mn 0.08545 -0.27465 0.29274 -0.6 -0.4 -0.1 2.002
N 4.30256 -5.21904 4.11361 0.0 -0.1 0.0 -0.553
C 3.30796 -4.24347 4.08077 -0.1 0.0 -0.1 0.921
C 2.81407 -3.67685 5.25630 0.0 -0.1 0.0 -0.773
C 1.76714 -2.77247 5.20671 0.0 0.1 0.1 -0.507
C 1.21276 -2.42673 3.98914 -0.2 0.2 -0.2 -0.718
C 1.69507 -2.97708 2.81050 0.1 0.0 0.1 0.524
C 2.74260 -3.87555 2.85803 0.0 0.0 0.1 -0.984
S -0.15418 -1.29593 3.87783 -0.3 0.2 0.0 1.627
O -0.26664 -0.55272 5.10571 0.2 -0.1 0.0 -0.812
O -1.31990 -2.06039 3.50367 0.2 -0.1 -0.2 -0.833
N 0.19992 -0.32952 2.60062 0.0 -0.6 0.1 -0.565
C 1.26114 0.48464 2.72078 0.6 0.5 0.1 0.427
N 2.07220 0.50465 3.79842 -0.2 -0.1 0.0 -0.464
C 3.03653 1.40370 3.80523 0.1 0.0 -0.1 -0.393
C 3.26114 2.29982 2.76782 0.0 0.0 0.0 -1.158
C 2.42164 2.16552 1.66644 0.1 0.1 -0.1 0.101
N 1.46745 1.26158 1.61993 -0.3 -0.5 0.2 0.135
H 4.91319 -5.21423 4.91223 0.0 0.1 0.0 0.211
H 4.77187 -5.37456 3.23794 0.1 0.0 0.0 0.228
H 3.24529 -3.95764 6.21056 0.0 0.0 0.0 0.286
H 1.37372 -2.32403 6.10979 0.0 0.0 0.0 0.505
H 1.24471 -2.70051 1.86549 0.0 -0.1 0.0 0.146
H 3.12180 -4.31123 1.94160 0.0 0.0 0.0 0.325
H 3.67347 1.40368 4.68727 0.0 0.0 0.0 0.389
H 4.02778 3.05978 2.81402 0.0 0.0 0.0 0.384
H 2.52150 2.80185 0.79158 0.0 0.0 0.0 0.461
N 5.34865 0.04312 0.94357 0.6 -0.4 0.2 -0.784
N 4.23109 -0.31720 0.23443 -0.6 -0.1 -0.1 1.072
N 4.14495 -0.20613 -1.06956 0.3 0.0 -0.2 -1.222
C 2.92687 -0.67776 -1.28733 -0.1 -0.2 0.1 -0.719
N 2.32000 -1.04674 -0.14755 0.2 0.4 -0.2 0.711
N 3.18225 -0.81107 0.81611 0.3 0.0 0.2 -0.492
H 5.80615 0.81025 0.47312 -0.2 0.1 -0.1 0.305
H 5.05927 0.28743 1.88344 -0.1 0.1 0.0 0.317
H 2.48983 -0.79780 -2.26088 0.0 0.1 0.0 0.698
F 1.89164 -3.96327 -0.36041 -0.2 0.0 -0.1 -0.153
C 0.88241 -4.05241 -1.24018 0.2 -0.1 0.0 -0.213
F 1.23032 -3.28583 -2.29442 0.0 -0.1 0.2 -0.079
F 0.86545 -5.32942 -1.68582 0.0 0.2 0.0 -0.311
C -0.47521 -3.58408 -0.59847 -0.1 -0.3 -0.3 0.784
O -0.37779 -2.41047 -0.01883 0.2 0.5 0.2 0.597
C -0.91822 -4.69138 0.43756 -0.1 -0.2 0.1 0.238
F 0.06136 -4.94664 1.31771 -0.1 0.1 0.0 -0.208
F -1.24141 -5.88545 -0.11567 0.0 0.2 0.1 -0.276
F -1.99090 -4.28222 1.11856 0.1 0.0 0.0 -0.211
C -1.56276 -3.57276 -1.74702 -0.2 0.0 0.0 0.298
F -1.21308 -2.74638 -2.75100 0.0 -0.1 0.2 -0.142
F -2.73088 -3.12356 -1.26234 0.2 0.0 -0.1 -0.284
F -1.81317 -4.76366 -2.33332 0.1 0.1 0.1 -0.296
F -0.47023 3.77826 -1.97989 0.0 -0.3 0.0 -0.365
B -0.49208 3.45820 -0.60978 0.0 -0.2 -0.1 0.108
F 0.42915 4.23943 0.07129 0.1 0.0 0.1 -0.354
F -1.77867 3.58522 -0.11376 -0.1 0.0 0.1 -0.384
F -0.09457 2.04712 -0.44200 -0.2 0.3 -0.4 -0.228
O -0.02639 -0.27336 -2.09429 0.0 0.0 0.5 -0.167
S 0.23381 0.85963 -3.04039 0.0 -0.1 -0.8 0.305
C 1.38228 0.14184 -4.24260 0.2 0.3 0.2 0.074
C 1.32798 -1.20597 -4.56110 -0.2 -0.1 0.0 0.181
C 2.32741 -1.75365 -5.34975 0.0 0.0 0.0 -0.895
C 3.37300 -0.95802 -5.80281 0.0 0.0 0.0 -0.471
C 3.41754 0.39114 -5.48070 0.0 0.0 -0.1 -0.751
C 2.41803 0.94608 -4.69466 -0.1 0.0 0.0 -0.397
C -1.17615 0.89233 -4.16751 -0.1 0.2 0.2 0.742
C -1.40705 2.03882 -4.91216 0.1 0.0 0.1 -0.500
C -2.50775 2.08282 -5.75420 0.0 0.0 -0.1 -0.713
C -3.36262 0.99254 -5.84384 0.0 0.0 0.0 -0.522
C -3.12876 -0.14240 -5.07946 0.0 0.1 0.0 -0.834
C -2.03705 -0.18981 -4.22699 0.1 -0.1 0.1 0.194
H 0.52824 -1.81934 -4.16343 0.1 0.0 0.0 0.289
H 2.30011 -2.80732 -5.59528 0.0 0.0 0.0 0.416
H 4.16709 -1.39647 -6.39365 0.0 0.0 0.0 0.392
H 4.24154 1.00515 -5.82032 0.0 0.0 0.0 0.401
H 2.43837 1.99222 -4.41200 0.1 0.0 0.0 0.489
H -0.74540 2.88919 -4.80472 0.0 0.1 0.0 0.396
H -2.70907 2.97752 -6.32915 0.0 0.0 0.0 0.406
H -4.23304 1.04027 -6.48602 0.0 0.0 0.0 0.388
H -3.80666 -0.98439 -5.13059 0.0 0.0 0.0 0.474
H -1.85135 -1.04591 -3.59389 -0.1 0.1 0.0 0.198
I -5.15290 1.75104 -2.21297 0.2 -0.1 0.1 0.009
C -4.22060 0.58300 -0.74182 -0.2 0.2 -0.2 -0.604
C -4.98136 -0.19199 0.11651 0.2 0.0 0.0 -0.236
C -4.31430 -0.93018 1.07870 -0.1 0.0 0.0 -1.107
C -2.93219 -0.85918 1.15519 0.0 -0.1 0.0 -0.451
N -2.21730 -0.10094 0.32429 0.3 0.1 -0.3 0.442
C -2.84350 0.60617 -0.61559 -0.1 0.1 0.0 -0.061
H -6.05985 -0.21095 0.03889 0.0 0.0 0.0 0.427
H -4.86499 -1.54885 1.77336 0.1 0.0 0.0 0.515
H -2.37928 -1.41332 1.90364 0.0 0.0 -0.1 0.490
H -2.23638 1.22356 -1.26092 0.0 0.0 0.0 0.163
```
Forces are in eV/Å.

As for the spin multiplicity: 6. The HOMO-LUMO gap (spin up / spin down) comes out at 7.89 / 7.89 eV. The calculation puts the maximum force at 0.016 hartree/bohr. The energy relative to the best compared isomer or geometry (same formula, charge and spin) is 11.5 kcal per mole. For the energy, the calculation gives -153802.8256 eV. As for the LUMO energy (spin up / spin down): 2.10 / 2.09 eV. Its charge is -1.

***

# 3
Density functional theory data (ωB97M-V with the def2-TZVPD basis set) for a structure of composition C32H26Br2F3N5PbS5.

XYZ file:
```
74
Properties=species:S:1:pos:R:3:forces:R:3:mulliken_charge:R:1
Pb -0.31551 -0.23454 0.33002 0.0 -0.1 -0.1 0.944
Br -3.33829 0.28672 2.63488 0.0 0.0 0.0 -0.082
C -2.38941 -0.76708 3.92965 0.0 0.0 0.0 -0.536
Br -0.93971 -1.80650 3.16598 0.0 0.0 0.0 -0.111
H -3.08081 -1.47423 4.36835 0.0 0.0 0.0 0.421
H -1.95949 -0.10240 4.66680 0.0 0.0 0.0 0.394
N 1.67319 0.58841 1.77845 0.0 -0.1 0.0 -0.292
C 2.18217 1.79194 1.21492 -0.1 0.1 0.0 0.048
C 3.45075 1.92375 0.73259 0.0 0.0 0.0 -0.628
C 3.86973 3.14882 0.16075 0.0 0.0 0.0 -0.928
C 3.02533 4.21896 0.09718 0.0 0.0 0.0 -0.855
C 1.69682 4.09988 0.57736 0.0 0.1 0.0 1.235
C 0.74581 5.14519 0.52342 -0.1 0.0 0.0 -0.662
C -0.53159 4.91707 0.95662 0.1 0.0 0.0 -0.602
C -0.86651 3.63734 1.45069 0.0 0.1 0.0 -0.488
N -0.01191 2.64800 1.53532 0.1 0.1 0.1 -0.322
C 1.26484 2.87432 1.11775 0.0 -0.1 0.0 0.330
H 1.26449 0.75717 2.69289 0.0 0.0 0.0 0.321
H 2.37926 -0.13550 1.85224 0.0 0.0 0.0 0.219
H 4.15040 1.09942 0.80454 0.0 0.0 0.0 0.460
H 4.88407 3.23502 -0.20406 0.0 0.0 0.0 0.433
H 3.35690 5.16300 -0.31550 0.0 0.0 0.0 0.472
H 1.04170 6.11494 0.14124 0.0 0.0 0.0 0.481
H -1.27815 5.69973 0.94597 0.0 0.0 0.0 0.517
H -1.87558 3.43515 1.79786 0.0 0.0 0.0 0.474
C 0.67304 3.82933 -4.17651 0.0 0.0 0.0 -0.868
C 1.29776 2.70059 -4.69748 0.0 0.0 0.0 -0.752
C 1.44163 1.55889 -3.92386 0.0 0.0 0.0 -0.463
C 0.93475 1.54452 -2.62671 0.0 0.0 0.0 -0.990
C 0.27063 2.65310 -2.11642 0.0 0.0 0.0 0.995
C 0.16273 3.80391 -2.88607 0.0 0.0 0.0 -0.774
N 1.06354 0.40855 -1.76409 0.0 -0.1 0.0 1.995
N 1.91931 -0.42236 -2.10914 0.0 0.0 0.0 -0.899
C 2.06904 -1.56597 -1.28703 0.0 0.0 0.0 0.112
C 3.05948 -2.45111 -1.70870 0.0 0.0 0.0 -0.282
C 3.27671 -3.61720 -0.99332 0.0 0.0 0.0 -0.775
C 2.49913 -3.88138 0.12487 0.0 0.0 0.0 -0.791
C 1.50870 -2.98466 0.52988 0.0 0.0 0.0 -0.860
C 1.27080 -1.80313 -0.15949 0.0 0.0 0.0 0.415
H 0.59777 4.72887 -4.77390 0.0 0.0 0.0 0.530
H 1.69652 2.71891 -5.70304 0.0 0.0 0.0 0.454
H 1.95471 0.68814 -4.30732 0.0 0.0 0.0 0.565
H -0.12413 2.62741 -1.10719 0.0 0.0 0.0 -0.078
H -0.30180 4.68718 -2.46346 0.0 0.0 0.0 0.661
H 3.64165 -2.21171 -2.58902 0.0 0.0 0.0 0.523
H 4.04172 -4.31455 -1.30511 0.0 0.0 0.0 0.421
H 2.65885 -4.79219 0.68758 0.0 0.0 0.0 0.483
H 0.91653 -3.24565 1.40024 0.0 0.0 0.0 0.284
C -1.85221 -0.42817 -3.95401 0.0 0.0 0.0 -0.711
S -2.01338 1.13355 -4.82808 0.0 0.0 -0.1 0.104
C -2.64431 2.33534 -3.86374 0.0 0.1 0.1 0.332
C -2.98194 2.34001 -2.41427 0.0 0.0 0.0 -0.133
S -3.07297 1.04181 -1.45614 0.0 0.0 0.0 0.049
S -3.33995 3.92579 -1.79311 0.0 0.0 0.0 0.128
C -3.25023 4.82588 -3.28193 0.0 0.0 0.0 0.079
S -3.45227 6.40137 -3.44368 0.0 0.0 0.0 0.014
S -2.93142 3.79635 -4.68984 0.0 0.0 0.0 0.035
H -1.38662 -1.06207 -4.70925 0.0 0.0 0.0 0.505
H -2.82293 -0.82442 -3.66960 0.0 0.0 0.0 0.494
H -1.20209 -0.32586 -3.09022 0.0 0.0 0.0 0.005
F -5.60487 -4.94248 -2.58300 0.0 0.0 0.0 -0.248
C -4.49846 -4.58334 -3.23354 0.0 0.0 0.0 0.791
F -3.92347 -5.67773 -3.73141 0.0 0.0 0.0 -0.250
F -4.86539 -3.80452 -4.26978 0.0 0.0 0.0 -0.252
C -3.55311 -3.81358 -2.33932 0.0 0.0 0.0 0.282
C -2.18522 -3.87805 -2.54471 0.0 0.0 0.0 -1.068
C -1.36595 -3.09342 -1.74820 0.0 0.0 0.0 -0.143
N -1.83798 -2.27899 -0.80342 0.0 0.1 0.0 0.401
C -3.15690 -2.24916 -0.59711 0.0 0.0 0.0 -0.290
C -4.05555 -2.99612 -1.33831 0.0 0.0 0.0 -0.879
H -1.76170 -4.53034 -3.29570 0.0 0.0 0.0 0.534
H -0.28851 -3.12288 -1.86416 0.0 0.0 0.0 0.261
H -3.50452 -1.60226 0.20225 0.0 0.0 0.0 0.295
H -5.11589 -2.94825 -1.13332 0.0 0.0 0.0 0.520
```
Forces are in eV/Å.

The HOMO-LUMO gap comes out at 4.66 eV. The calculation puts the maximum force at 0.003 hartree/bohr. The energy relative to the best compared isomer or geometry (same formula, charge and spin) is 0.0 kcal per mole. For the energy, the calculation gives -248703.1033 eV. As for the LUMO energy: -8.49 eV. Its charge is +2.